Record 1
A structure of composition C5H14N2O. Source: the OMol25 dataset; level of theory: wB97M-V/def2-TZVPD.

```
22
Properties=species:S:1:pos:R:3:forces:R:3:mulliken_charge:R:1
C 0.793 2.722 0.169 -0.311 0.296 -0.454 -1.411
C -1.202 -1.198 0.849 0.335 -0.653 1.322 -1.208
C 0.020 -2.200 -1.174 2.742 1.600 -0.260 -1.487
C -0.140 1.515 0.199 0.986 1.126 0.453 -0.194
C -0.702 -0.978 -0.605 2.400 0.077 2.175 1.304
N 1.500 -0.053 0.894 -0.668 0.450 -4.051 -0.391
N 0.637 0.363 -0.161 -0.757 -3.039 -1.524 -0.262
O -1.680 -0.486 -1.410 -1.305 0.633 1.334 -0.533
H 0.965 3.097 -0.812 0.128 0.211 -0.988 0.372
H 0.478 3.550 0.765 -0.773 0.588 0.424 0.404
H 1.739 2.480 0.579 1.011 -0.612 0.355 0.334
H -2.257 -1.597 0.988 1.086 0.872 -0.539 0.365
H -0.570 -1.984 1.422 -0.731 1.222 -1.325 0.240
H -1.009 -0.237 1.433 -1.029 -1.437 -0.650 0.219
H -0.592 -3.065 -1.185 -0.687 -0.859 0.291 0.353
H 0.351 -2.028 -2.227 -0.384 0.099 0.596 0.389
H 1.013 -2.397 -0.623 -1.733 0.230 -0.508 0.303
H -0.352 1.520 1.294 -1.112 -0.438 -0.476 0.255
H -0.997 1.643 -0.526 0.739 -0.320 1.300 0.265
H 1.149 0.049 1.768 -0.833 0.036 3.193 0.164
H 2.402 -0.436 0.688 -0.205 0.135 -0.111 0.165
H -1.547 -0.283 -2.327 1.102 -0.219 -0.557 0.355
```
Positions in Å, forces in eV/Å.

Values from the calculation:
ΔE to the lowest compared entry with this formula, charge and spin   4.705 eV
F_max   0.0803 Eh/bohr
E   -383.52782 hartree
2S+1   1



Record 2
A cluster of 4 separate species, C5H14N2O in total. Source: the OMol25 dataset; level of theory: wB97M-V/def2-TZVPD.

```
22
Properties=species:S:1:pos:R:3:forces:R:3:mulliken_charge:R:1
C 1.402 0.194 -0.329 -0.051 -0.010 -0.384 1.338
C 2.301 1.064 0.567 -0.261 -0.249 -0.164 -1.533
C 0.417 1.090 -1.087 0.169 -0.287 -0.023 -1.349
C 0.660 -0.771 0.563 -0.017 0.569 0.705 -0.213
O 2.173 -0.533 -1.270 0.050 0.268 0.022 -0.641
N 1.003 -1.981 0.577 0.401 -0.419 -0.200 -0.747
H 2.209 -1.447 -0.944 -0.046 0.000 0.075 0.368
H 0.555 -2.568 1.275 -0.302 0.241 -0.060 0.263
H -0.117 -0.315 1.194 0.377 -0.299 -0.086 0.494
H -0.236 0.495 -1.723 -0.074 -0.156 -0.018 0.153
H 3.004 0.438 1.114 0.076 0.009 -0.017 0.362
H 2.842 1.774 -0.056 0.087 0.002 -0.022 0.388
H 1.692 1.620 1.278 0.002 0.066 0.099 0.339
H -0.194 1.666 -0.396 -0.034 0.116 0.016 0.287
H 0.966 1.750 -1.755 0.068 0.156 0.088 0.445
C -2.350 -0.677 0.558 0.243 -1.284 -0.134 -0.451
N -2.668 -0.970 -0.680 -0.524 0.278 0.016 -0.172
H -3.584 -1.294 -0.988 0.263 -0.195 0.147 0.226
H -2.045 -0.731 -1.444 -0.020 0.126 0.210 0.207
H -2.266 0.756 1.117 -0.737 2.220 -0.039 -0.619
H -3.078 -1.097 1.273 -0.374 0.292 -0.349 0.329
H -2.687 1.538 1.157 0.703 -1.443 0.118 0.524
```
Positions in Å, forces in eV/Å.

Values from the calculation:
ΔE to the lowest compared entry with this formula, charge and spin   5.367 eV
F_max   0.0455 Eh/bohr
E   -383.50347 hartree
2S+1   1



Record 3
A structure of composition C5H14N2O. Source: the OMol25 dataset; level of theory: wB97M-V/def2-TZVPD.

```
22
Properties=species:S:1:pos:R:3:forces:R:3:mulliken_charge:R:1
N 1.403 1.488 0.197 -1.407 -3.543 -2.456 -0.721
C 2.083 0.135 0.319 2.339 -2.568 4.532 0.291
C 3.111 -0.595 -0.593 1.440 0.998 0.311 -1.189
C 0.892 -0.943 0.622 -1.257 -0.039 0.467 -0.872
N -0.466 -0.368 0.725 -0.027 2.074 0.555 -0.372
C -1.550 -0.820 -0.165 3.665 0.703 -1.327 -0.418
C -2.719 0.021 0.072 -1.946 0.005 0.577 -0.601
O -2.895 1.138 -0.801 -2.402 -0.680 1.958 -0.515
H -2.148 1.321 -1.293 2.573 0.399 -1.362 0.316
H 1.284 0.482 -0.539 -2.754 4.431 -0.887 0.178
H 1.794 2.068 -0.486 1.445 1.106 -1.232 0.199
H 2.564 0.239 1.271 0.567 -0.403 0.683 0.414
H 4.031 0.025 -0.964 -1.580 -1.170 1.137 0.290
H 2.591 -0.883 -1.448 -0.819 -0.411 -2.018 0.389
H 3.370 -1.603 -0.147 0.108 1.455 -0.043 0.325
H 0.798 -1.663 -0.204 0.555 -0.102 0.094 0.367
H 1.072 -1.509 1.583 0.365 0.587 -1.102 0.268
H -0.505 0.696 0.771 0.738 -2.046 -0.029 0.362
H -1.643 -1.852 0.031 -0.831 -1.258 0.141 0.384
H -1.221 -0.735 -1.254 -0.476 -0.163 0.731 0.274
H -3.604 -0.614 -0.037 -0.137 0.294 -0.076 0.305
H -2.680 0.302 1.148 -0.160 0.332 -0.654 0.327
```
Positions in Å, forces in eV/Å.

Values from the calculation:
ΔE to the lowest compared entry with this formula, charge and spin   6.758 eV
F_max   0.1110 Eh/bohr
E   -383.45234 hartree
2S+1   1



Record 4
A cluster of 2 separate species, C5H14N2O in total. Source: the OMol25 dataset; level of theory: wB97M-V/def2-TZVPD.

```
22
Properties=species:S:1:pos:R:3:forces:R:3:mulliken_charge:R:1
C -0.652 2.567 -2.318 0.137 -0.500 -0.092 -1.233
C -0.395 1.172 -1.727 -0.184 0.355 0.600 -0.017
C -1.253 0.960 -0.473 -0.354 0.259 -0.709 -0.660
C -1.161 -0.404 0.173 0.936 0.481 0.652 -0.894
N 0.221 -0.620 0.639 -0.254 0.006 -0.492 -0.380
C 0.414 -1.388 1.619 -0.253 -0.217 0.163 -0.081
N -0.592 -2.079 2.312 0.063 -0.725 0.156 -0.509
H -0.496 2.617 -3.391 0.121 -0.117 -0.174 0.345
H -1.681 2.862 -2.139 -0.126 0.235 0.083 0.335
H 0.036 3.273 -1.867 -0.141 0.307 0.151 0.320
H -0.608 0.368 -2.432 0.078 0.000 -0.136 0.307
H 0.647 1.123 -1.421 0.195 -0.304 -0.224 -0.044
H -2.291 1.131 -0.775 -0.136 -0.095 0.065 0.376
H -1.049 1.740 0.266 0.202 -0.079 0.044 0.299
H -1.430 -1.202 -0.523 -0.188 -0.006 0.049 0.309
H -1.809 -0.382 1.054 -0.279 -0.448 -0.151 0.490
H 1.423 -1.533 1.991 0.159 0.245 0.028 0.342
H -0.229 -2.523 3.147 0.022 0.055 -0.090 0.272
H -1.050 -2.810 1.765 -0.083 0.577 0.028 0.211
O 2.961 -0.296 0.168 0.230 0.222 -0.332 -0.702
H 3.393 0.174 -0.560 -0.258 -0.190 0.302 0.336
H 1.995 -0.191 0.047 0.114 -0.060 0.080 0.577
```
Positions in Å, forces in eV/Å.

Values from the calculation:
SMILES   CCCC/N=C\N.O
ΔE to the lowest compared entry with this formula, charge and spin   1.422 eV
F_max   0.0241 Eh/bohr
E   -383.64845 hartree
2S+1   1



Record 5
A structure of composition C5H14N2O. Source: the OMol25 dataset; level of theory: wB97M-V/def2-TZVPD.

```
22
Properties=species:S:1:pos:R:3:forces:R:3:mulliken_charge:R:1
C -0.692 0.637 -0.754 0.876 1.244 2.565 0.349
C 0.189 1.377 -1.749 0.081 0.013 -0.153 -1.360
C -1.875 1.490 -0.300 -0.260 0.077 -0.386 -1.315
H -1.090 -0.260 -1.244 0.250 -0.263 0.400 0.216
H -0.016 0.519 0.500 -2.518 0.520 -4.515 0.183
H -0.365 1.715 -2.639 -0.006 -0.009 0.085 0.406
H 1.005 0.740 -2.111 -0.019 0.100 0.066 0.308
H 0.639 2.264 -1.291 -0.018 -0.068 -0.052 0.277
H -1.538 2.392 0.224 -0.010 -0.102 -0.065 0.316
H -2.519 0.933 0.389 0.025 0.077 -0.021 0.276
H -2.503 1.819 -1.142 -0.028 0.030 0.088 0.390
C -0.494 -2.051 1.018 -0.046 0.312 -0.346 -1.159
C 0.696 -1.166 0.826 1.239 1.003 2.881 0.673
N 1.698 -1.551 0.033 -0.385 0.287 0.302 -0.336
O 2.063 0.540 1.464 -0.164 -0.067 -0.115 -0.437
N 0.758 -0.047 1.594 0.867 -3.241 -0.145 -0.586
H 2.233 0.859 2.361 -0.116 -0.005 -0.283 0.329
H 1.635 -2.412 -0.486 0.187 0.252 0.049 0.198
H 2.532 -0.979 0.078 -0.043 -0.280 -0.239 0.250
H -0.228 -2.832 1.739 -0.015 0.128 -0.142 0.357
H -1.333 -1.482 1.414 0.109 0.047 -0.003 0.280
H -0.793 -2.506 0.074 -0.008 -0.054 0.029 0.383
```
Positions in Å, forces in eV/Å.

Values from the calculation:
ΔE to the lowest compared entry with this formula, charge and spin   4.807 eV
F_max   0.1010 Eh/bohr
E   -383.52404 hartree
2S+1   1



Record 6
A structure of composition C5H14N2O. Source: the OMol25 dataset; level of theory: wB97M-V/def2-TZVPD.

```
22
Properties=species:S:1:pos:R:3:forces:R:3:mulliken_charge:R:1
C 0.089 0.316 0.171 -2.653 -3.611 1.794 1.040
C -1.211 -1.100 0.677 -0.079 2.515 0.625 -0.301
C 0.758 -0.701 -0.602 5.154 3.136 -3.101 -1.290
C 0.780 0.817 1.414 -0.228 -0.184 0.249 -1.417
C 2.138 0.295 -1.431 -1.742 -2.210 0.754 -1.063
N -0.660 1.298 -0.483 -0.690 0.476 -0.499 -0.524
N -2.118 -1.267 -0.417 0.202 0.128 -0.314 -0.550
O -1.838 -0.620 1.860 -0.108 -0.124 0.094 -0.611
H -2.151 0.273 1.657 -0.005 -0.084 0.029 0.347
H -0.790 -2.071 0.945 0.422 0.302 -0.084 0.470
H -0.872 1.099 -1.451 0.141 -0.010 0.054 0.249
H -0.326 2.245 -0.384 0.070 -0.086 0.074 0.227
H -2.891 -1.890 -0.197 0.226 0.059 0.092 0.257
H -2.513 -0.377 -0.703 0.017 0.048 0.093 0.237
H 0.232 -1.083 -1.468 -0.196 -0.243 0.255 0.461
H 1.307 -1.426 -0.017 -0.265 -0.189 0.025 0.415
H 0.988 1.885 1.365 0.001 0.081 -0.095 0.409
H 1.722 0.310 1.610 0.051 -0.117 -0.188 0.336
H 0.146 0.637 2.282 -0.084 0.121 0.060 0.344
H 1.699 0.791 -2.296 0.083 -0.046 0.040 0.290
H 2.642 1.017 -0.792 -0.344 -0.058 0.278 0.303
H 2.871 -0.448 -1.739 0.028 0.096 -0.234 0.371
```
Positions in Å, forces in eV/Å.

Values from the calculation:
ΔE to the lowest compared entry with this formula, charge and spin   3.697 eV
F_max   0.1319 Eh/bohr
E   -383.56485 hartree
2S+1   1



Question: What is the formula in the third record?
Answer: C5H14N2O



Question: Which of these has the highest F_max?
Answer: number 6